(1)
Here is C19H22N4O2 in the gas phase at a distorted geometry from OMol25. Energies are from ωB97M-V/def2-TZVPD.

Its SMILES is CC(C)(C)NCc1c(-c2ccccc2)nc2cc(C(=O)NO)ccn12. As for the calculated total energy: -30114.05580 eV. Its HOMO energy is -8.34 eV.

Each line ends with the Mulliken charge.
Atoms and positions in Å:
C (0.36284, -1.75466, 3.78876)  -1.617
C (1.37776, -0.83684, 3.10956)  1.563
C (2.73219, -1.57276, 2.95220)  -1.625
C (1.57782, 0.42409, 3.94373)  -1.812
N (0.97052, -0.31234, 1.80010)  -0.260
C (0.53005, -1.16053, 0.69367)  -0.434
C (-0.06737, -0.35559, -0.42906)  0.019
C (-0.99300, 0.68322, -0.38435)  0.740
C (-1.65838, 1.36604, 0.76169)  -0.268
C (-2.17352, 0.71117, 1.87757)  0.177
C (-2.81532, 1.39558, 2.95209)  -0.733
C (-2.89382, 2.80664, 2.90786)  -0.373
C (-2.35780, 3.46952, 1.79212)  -0.722
C (-1.73170, 2.74658, 0.77095)  -0.359
N (-1.26881, 1.15811, -1.66377)  -0.803
C (-0.55929, 0.38036, -2.47088)  -0.007
C (-0.45208, 0.38229, -3.94990)  -0.783
C (0.35884, -0.54010, -4.60512)  0.907
C (0.57431, -0.51458, -6.09276)  0.590
O (1.50548, -1.10398, -6.66902)  -0.742
N (-0.40065, 0.05780, -6.86796)  -0.085
O (-0.26728, 0.01667, -8.25479)  -0.440
C (1.12023, -1.46335, -3.79302)  -1.047
C (0.98350, -1.47670, -2.42254)  0.154
N (0.18968, -0.55173, -1.76953)  0.036
H (0.27246, -2.66791, 3.21393)  0.402
H (-0.61316, -1.23784, 3.82747)  0.221
H (0.65345, -1.99558, 4.80867)  0.487
H (3.58101, -0.95758, 2.70307)  0.375
H (2.67860, -2.31091, 2.12287)  0.349
H (3.00484, -2.10382, 3.86547)  0.408
H (2.26326, 1.10452, 3.40442)  0.405
H (0.63362, 0.91539, 4.15824)  0.413
H (2.07529, 0.11831, 4.89840)  0.432
H (0.29391, 0.45735, 1.93232)  0.230
H (1.41166, -1.71672, 0.37699)  0.325
H (-0.23774, -1.88144, 0.98016)  0.233
H (-2.11658, -0.38566, 1.94794)  0.416
H (-3.22833, 0.84505, 3.81548)  0.363
H (-3.40938, 3.28336, 3.71174)  0.434
H (-2.39601, 4.55390, 1.76522)  0.368
H (-1.28040, 3.28656, -0.03604)  0.452
H (-0.99186, 1.16587, -4.47535)  0.371
H (-1.26740, 0.33550, -6.42265)  0.226
H (0.55032, -0.49157, -8.44892)  0.376
H (1.84281, -2.14147, -4.29201)  0.369
H (1.63545, -2.13024, -1.83504)  0.268

(2)
Here is a molecular structure, C19H22N9O5STc at a distorted geometry from OMol25. Energies are from ωB97M-V/def2-TZVPD.

The net charge is +1. As for the multiplicity: 2. The expectation value of S² is 1.0618. As for the calculated total energy: -56735.21853 eV. Its HOMO energy (spin up / spin down) is -9.84 / -9.85 eV.

Each line ends with the Mulliken charge.
Atoms and positions in Å:
Tc (0.88671, 0.45422, 0.37365)  -0.193
N (-1.38648, -3.49171, 0.53920)  -0.368
C (-1.15659, -2.38287, -0.20100)  0.432
S (-2.48110, -1.43461, -0.72024)  -0.603
N (0.12717, -2.25865, -0.57022)  -1.289
N (0.58305, -1.07060, -0.99569)  1.169
C (1.12839, -1.09245, -2.19156)  -0.250
C (1.77590, -0.01378, -2.84397)  0.764
C (2.30094, -0.25117, -4.14033)  -0.909
C (2.90066, 0.74342, -4.85138)  -0.698
C (2.98979, 2.03983, -4.29476)  -0.465
C (2.48399, 2.30792, -3.05508)  -0.692
C (1.87481, 1.28914, -2.30034)  0.749
O (1.38813, 1.59543, -1.10952)  -0.500
H (-2.33542, -3.79452, 0.64058)  0.212
H (-0.64129, -4.15529, 0.67580)  0.245
H (1.04585, -2.03312, -2.72166)  0.386
H (2.21291, -1.24686, -4.55951)  0.393
H (3.29852, 0.54596, -5.83696)  0.421
H (3.46809, 2.83220, -4.85759)  0.397
H (2.53919, 3.29824, -2.61939)  0.429
C (2.48504, 4.22784, 2.93635)  -1.024
N (1.10154, 4.24348, 2.46492)  0.104
C (0.24941, 5.40292, 2.74413)  -1.056
C (0.61735, 3.12870, 1.89197)  0.530
N (1.33415, 2.07223, 1.64592)  -0.042
N (-0.73031, 3.16972, 1.58840)  -0.031
C (-1.50701, 2.19540, 0.98105)  0.676
N (-2.82373, 2.46408, 0.97880)  -0.377
N (-1.02553, 1.12498, 0.46307)  0.606
H (2.70872, 5.18548, 3.38947)  0.266
H (3.18273, 4.08035, 2.10949)  0.350
H (2.64219, 3.44938, 3.68580)  0.396
H (0.87505, 6.21934, 3.08073)  0.282
H (-0.48161, 5.20129, 3.53250)  0.372
H (-0.26022, 5.74820, 1.84194)  0.413
H (2.30341, 2.18431, 1.90013)  0.052
H (-1.22295, 3.98347, 1.89892)  0.161
H (-3.21502, 3.29246, 1.38327)  0.149
H (-3.45324, 1.81131, 0.54252)  0.204
H (-1.72092, 0.44575, 0.09882)  -0.494
O (2.84869, -0.22098, 0.47324)  -0.366
C (3.38102, -0.93554, 1.34604)  -0.394
C (2.73923, -1.51674, 2.47294)  1.090
C (3.54830, -2.23930, 3.37289)  -0.593
C (2.98474, -2.82241, 4.45828)  -0.562
C (1.60422, -2.73838, 4.69129)  -0.352
C (0.80278, -2.04411, 3.82676)  -0.828
C (1.34740, -1.39282, 2.70477)  0.344
O (0.53967, -0.73144, 1.91962)  -0.294
N (3.84065, -3.56297, 5.41260)  0.997
O (5.04053, -3.56011, 5.21646)  -0.600
O (3.28377, -4.11697, 6.33871)  -0.601
H (4.44678, -1.14178, 1.22298)  0.416
H (4.61400, -2.33918, 3.20408)  0.538
H (1.19235, -3.23750, 5.55798)  0.530
H (-0.26815, -1.97692, 3.97668)  0.508

(3)
Here is a molecular structure, C19H22NO6P2Pt from OMol25. Energies are from ωB97M-V/def2-TZVPD.

The net charge is +1. As for the multiplicity: 5. The expectation value of S² is 6.0131. As for the calculated total energy: -55652.14382 eV. Its HOMO energy (spin up / spin down) is -10.74 / -12.77 eV.

Each line ends with the Mulliken charge.
Atoms and positions in Å:
Pt (-0.13129, -0.68474, -0.26242)  2.011
O (2.67530, -6.17194, -1.00523)  -0.498
C (2.10022, -4.98977, -0.77639)  0.981
C (1.41000, -4.69322, 0.40478)  -0.349
C (0.85322, -3.44468, 0.52772)  0.141
N (0.95342, -2.54011, -0.44333)  -0.502
C (1.62370, -2.79726, -1.56064)  0.379
C (2.21682, -4.01723, -1.77514)  -0.584
C (1.69300, -1.63393, -2.52883)  0.000
O (2.23862, -1.74681, -3.59623)  -0.636
O (1.14314, -0.53677, -2.06833)  -0.779
C (0.11845, -2.93180, 1.73961)  0.026
O (-0.13584, -3.62763, 2.68956)  -0.646
O (-0.17567, -1.65379, 1.64941)  -0.653
H (2.54562, -6.77838, -0.26539)  0.315
H (1.30747, -5.40153, 1.21735)  0.476
H (2.75855, -4.21147, -2.68985)  0.585
C (-1.27585, 0.98043, -3.10869)  -1.260
P (-1.49742, 0.94753, -1.31538)  1.208
C (-3.28180, 0.86530, -1.04702)  -1.192
C (-0.93950, 2.56361, -0.71011)  0.364
C (-1.61730, 3.71888, -1.08675)  -0.833
C (-1.18831, 4.95982, -0.64269)  -0.811
C (-0.07546, 5.05614, 0.17961)  -0.825
C (0.60749, 3.91089, 0.55750)  -0.853
C (0.18208, 2.66002, 0.11942)  0.431
P (1.09106, 1.17292, 0.61573)  0.718
C (2.75734, 1.33977, -0.05746)  -1.338
C (1.22770, 1.20137, 2.41357)  -1.244
H (-1.81999, 1.82895, -3.52621)  0.460
H (-1.66398, 0.05477, -3.53373)  0.438
H (-0.21717, 1.05729, -3.34491)  0.364
H (-3.78110, 1.65930, -1.60364)  0.494
H (-3.49728, 0.96531, 0.01386)  0.325
H (-3.64653, -0.09821, -1.40224)  0.427
H (-2.48716, 3.65777, -1.72954)  0.324
H (-1.72223, 5.85272, -0.93819)  0.416
H (0.25967, 6.02416, 0.52638)  0.423
H (1.47576, 3.99873, 1.19976)  0.334
H (3.21043, 2.27710, 0.26827)  0.478
H (2.70382, 1.30829, -1.14463)  0.333
H (3.36765, 0.50445, 0.28698)  0.440
H (1.76136, 2.09194, 2.74803)  0.523
H (1.76330, 0.31011, 2.73968)  0.402
H (0.22631, 1.18438, 2.83876)  0.251
C (-2.63593, -1.00892, 3.57092)  -0.922
C (-2.56167, -0.29097, 2.26310)  0.440
O (-1.99520, 0.71035, 1.97896)  -0.429
H (-2.26218, -0.37340, 4.37615)  0.296
H (-2.00686, -1.89744, 3.47384)  0.196
H (-3.65579, -1.33231, 3.76401)  0.356

- Among the records above, which one has the lowest calculated total energy?
  C19H22N9O5STc

- Among the records above, which one has the highest calculated total energy?
  C19H22N4O2

- Number 1 is which compound?
  C19H22N4O2

- Look up the calculated total energy of the first one.
  -30114.05580 eV